P) ORCA calculation (wB97M-V/def2-TZVPD) on a 2-piece molecular cluster, C3H7N3OS overall.

HOMO level in eV: -8.8
Gap between HOMO and LUMO in eV: 8.87
Multiplicity: 1

XYZ file:
```
15
C3H7N3OS wB97M-V/def2-TZVPD
C 1.013 0.049 0.906
C 0.073 -0.830 1.636
C -0.561 0.296 -1.012
H 1.004 1.684 -1.699
H 1.800 -0.626 0.564
H 1.282 0.883 1.616
H 0.604 -1.176 2.551
H -0.854 -0.364 2.151
H -1.603 -1.337 -1.355
H -1.364 0.454 -2.738
N 0.203 0.894 -0.022
N -1.080 -0.943 -0.617
N -0.831 1.024 -2.137
O 0.771 2.149 -0.488
S -0.458 -2.157 0.644
```

=====

Q) ORCA calculation (wB97M-V/def2-TZVPD) on one molecule with the formula C3H7N3OS.

HOMO level in eV: -8.6
Gap between HOMO and LUMO in eV: 7.89
Multiplicity: 1

XYZ file:
```
15
C3H7N3OS wB97M-V/def2-TZVPD
H 0.370 -1.247 -1.459
N 1.176 -0.962 -0.923
C 0.925 0.239 -0.472
N 2.010 0.982 0.079
O 2.986 -0.008 0.448
C -0.335 1.060 -0.216
S 0.027 2.677 -0.126
N -1.530 0.409 -0.153
C -1.767 -0.958 0.486
H 1.734 1.577 0.980
H 2.575 -1.004 0.130
H -2.284 1.139 -0.714
H -2.767 -0.839 1.154
H -2.040 -1.583 -0.395
H -1.080 -1.482 1.183
```

=====

R) ORCA calculation (wB97M-V/def2-TZVPD) on one molecule with the formula C3H7N3OS.

HOMO level in eV: -9.4
Gap between HOMO and LUMO in eV: 9.97
Multiplicity: 1

XYZ file:
```
15
C3H7N3OS wB97M-V/def2-TZVPD
H -3.607 0.762 0.085
N -2.730 1.387 0.126
C -1.543 1.033 0.049
N -0.923 -0.217 -0.434
S -1.940 -1.542 -0.379
C 0.389 -0.405 0.111
C 1.474 0.614 -0.141
O 2.818 0.007 -0.357
N 0.756 -1.545 0.640
H 1.815 -1.654 0.650
H -0.735 1.803 0.180
H -1.448 -1.914 0.947
H 1.620 1.283 0.642
H 1.323 1.164 -1.086
H 2.730 -0.776 -1.033
```

=====

Q: What are the energies relative to the best structure? A: P) 203.0; Q) 211.3; R) 0.0, in kJ/mol.

=====

P) ORCA calculation (wB97M-V/def2-TZVPD) on one molecule with the formula C3H7N3OS.

HOMO level in eV: -9.0
Gap between HOMO and LUMO in eV: 9.65
Multiplicity: 1

XYZ file:
```
15
C3H7N3OS wB97M-V/def2-TZVPD
C 0.414 2.102 0.554
N -0.109 2.412 -0.603
S -0.290 1.194 -1.763
C 0.295 -0.248 -0.869
N 1.378 -0.768 -1.102
N 2.003 -1.704 -0.172
O -0.380 -0.608 0.279
C -1.812 -0.470 0.481
H 0.826 1.173 0.881
H 0.632 2.922 1.211
H 1.174 -2.173 0.216
H 2.590 -2.328 -0.826
H -1.894 -0.834 1.641
H -2.288 0.607 0.205
H -2.539 -1.279 -0.135
```

=====

Q) ORCA calculation (wB97M-V/def2-TZVPD) on C3H7N3OS as an isolated structure.

HOMO level in eV: -8.5
Gap between HOMO and LUMO in eV: 8.82
Multiplicity: 1

XYZ file:
```
15
C3H7N3OS wB97M-V/def2-TZVPD
C 1.027 0.639 -1.286
C -1.661 -2.182 -1.182
C 2.349 1.315 0.582
N 0.059 -0.249 -1.767
N -1.263 -0.321 -1.393
N 1.329 0.485 0.075
O 1.530 1.394 -2.098
S -1.158 0.149 -2.946
H -2.768 -2.256 -0.855
H -1.542 -2.630 -2.227
H -0.803 -2.434 -0.534
H 2.174 2.409 0.195
H 2.417 1.363 1.636
H 3.320 1.041 0.186
H 0.898 -0.198 0.597
```

=====

Q: What are the energies relative to the best structure? A: P) 0.0; Q) 45.7, in kJ/mol.

=====

P) ORCA calculation (wB97M-V/def2-TZVPD) on C3H7N3OS as an isolated structure.

HOMO level in eV: -8.8
Gap between HOMO and LUMO in eV: 8.70
Multiplicity: 1

XYZ file:
```
15
C3H7N3OS wB97M-V/def2-TZVPD
C -1.247 0.421 0.109
C 1.351 0.677 -0.063
C 1.766 -0.716 -0.401
H -3.309 0.674 -0.204
H -2.618 2.378 -0.046
H 0.069 1.916 0.810
H 2.972 1.310 -0.472
H 1.018 -1.097 -1.162
H 2.857 -0.778 -0.866
H 0.640 -1.646 0.870
N -2.334 1.124 0.225
N 0.030 0.922 0.342
N 2.073 1.683 -0.271
O 1.605 -1.569 0.742
S -1.504 -1.162 -0.301
```

=====

Q) ORCA calculation (wB97M-V/def2-TZVPD) on one molecule with the formula C3H7N3OS.

HOMO level in eV: -8.3
Gap between HOMO and LUMO in eV: 8.81
Multiplicity: 1

XYZ file:
```
15
C3H7N3OS wB97M-V/def2-TZVPD
C -1.073 -0.626 1.982
O -0.464 -0.116 0.778
C 0.871 -0.096 0.729
S 1.845 -0.346 2.025
N 1.375 0.438 -0.411
C 0.811 1.099 -1.514
N -0.085 0.625 -2.322
N -0.700 -0.496 -1.974
H -0.529 -0.150 2.845
H -2.167 -0.090 2.014
H -1.144 -1.741 1.959
H 2.340 0.911 -0.305
H 1.497 1.913 -2.024
H -1.223 -0.688 -1.028
H -1.356 -0.637 -2.754
```

=====

Q: What are the energies relative to the best structure? A: P) 0.0; Q) 8.1, in kJ/mol.

=====

P) ORCA calculation (wB97M-V/def2-TZVPD) on one molecule with the formula C3H7N3OS.

HOMO level in eV: -9.0
Gap between HOMO and LUMO in eV: 9.67
Multiplicity: 1

XYZ file:
```
15
C3H7N3OS wB97M-V/def2-TZVPD
H 2.223 2.314 -0.342
N 2.617 1.419 -0.141
C 1.714 0.529 0.084
N 2.077 -0.750 0.372
O 3.382 -1.084 -0.007
S -0.023 0.891 0.169
N -0.631 -0.683 -0.106
C -1.892 -0.849 -0.102
C -2.931 0.201 0.085
H 1.444 -1.431 0.062
H 3.802 -0.192 -0.197
H -2.187 -1.871 -0.293
H -3.941 -0.158 0.032
H -2.849 0.982 -0.677
H -2.803 0.682 1.061
```

=====

Q) ORCA calculation (wB97M-V/def2-TZVPD) on one molecule with the formula C3H7N3OS.

HOMO level in eV: -8.2
Gap between HOMO and LUMO in eV: 8.81
Multiplicity: 1

XYZ file:
```
15
C3H7N3OS wB97M-V/def2-TZVPD
H -0.384 3.162 1.108
N 0.091 2.292 1.130
C -0.485 1.295 0.550
N 0.203 0.087 0.311
C 1.179 -0.113 1.393
O -0.811 -0.874 0.019
C -0.754 -1.452 -1.174
N -0.097 -1.037 -2.203
S -2.006 -2.646 -1.180
H -1.690 1.288 0.295
H 1.959 -1.047 1.173
H 0.589 0.109 2.430
H 1.712 0.906 1.355
H 0.704 -0.362 -2.283
H -0.210 -1.609 -2.925
```

=====

Q: What are the energies relative to the best structure? A: P) 0.0; Q) 156.5, in kJ/mol.

=====

P) ORCA calculation (wB97M-V/def2-TZVPD) on one molecule with the formula C3H8BNO.

HOMO level in eV: -9.1
Gap between HOMO and LUMO in eV: 9.35
Multiplicity: 1

XYZ file:
```
14
C3H8BNO wB97M-V/def2-TZVPD
C 1.474 -1.075 0.089
C 0.498 -1.067 -0.990
C -0.505 0.058 -0.830
N -0.301 0.891 0.435
B -1.102 1.503 1.215
O -1.996 2.227 2.032
H 1.094 -1.089 1.320
H 2.412 -1.773 0.075
H 1.999 -0.276 -0.189
H 0.910 -1.053 -2.070
H -0.123 -1.952 -0.947
H -0.249 0.867 -1.453
H -1.565 -0.235 -0.974
H -2.547 2.975 2.288
```

=====

Q) ORCA calculation (wB97M-V/def2-TZVPD) on one molecule with the formula C3H8BNO.

HOMO level in eV: -7.1
Gap between HOMO and LUMO in eV: 6.99
Multiplicity: 1

XYZ file:
```
14
C3H8BNO wB97M-V/def2-TZVPD
B -1.096 0.048 0.191
C 1.250 -0.957 0.244
C 1.834 0.356 -0.369
C -2.346 0.905 0.028
N -0.231 -0.953 0.254
O 1.558 1.463 0.300
H 1.580 -1.808 -0.353
H 1.589 -1.072 1.275
H 2.927 0.146 -0.407
H 1.474 0.379 -1.430
H -2.538 1.077 -1.030
H -2.226 1.882 0.489
H -3.232 0.445 0.463
H -0.543 -1.912 0.345
```

=====

R) ORCA calculation (wB97M-V/def2-TZVPD) on one molecule with the formula C3H8BNO.

HOMO level in eV: -8.4
Gap between HOMO and LUMO in eV: 8.10
Multiplicity: 1

XYZ file:
```
14
C3H8BNO wB97M-V/def2-TZVPD
B 2.124 -0.331 -1.367
C 0.287 0.035 -0.878
C -0.178 -0.535 0.425
C -1.588 0.341 0.601
N -1.211 1.571 -0.047
O 0.067 1.406 -0.654
H 2.569 -1.204 -0.792
H 2.652 0.248 -2.374
H -0.336 -0.292 -1.718
H 0.418 -0.198 1.249
H -0.163 -1.613 0.336
H -2.459 -0.198 0.142
H -1.756 0.595 1.687
H -1.940 1.983 -0.731
```

=====

Q: What are the energies relative to the best structure? A: P) 0.0; Q) 82.2; R) 294.4, in kJ/mol.

=====

P) ORCA calculation (wB97M-V/def2-TZVPD) on a 11-piece molecular cluster, H24O12 overall.

HOMO level in eV: -7.0
Gap between HOMO and LUMO in eV: 6.48
Multiplicity: 1

XYZ file:
```
36
H24O12 wB97M-V/def2-TZVPD
H 0.569 1.194 0.249
H 0.133 0.483 -1.022
H 1.579 3.009 1.145
H 0.437 2.916 0.147
H -0.459 -1.334 0.305
H -1.034 -2.461 -0.537
H 2.922 -1.131 1.285
H 3.219 -2.607 1.074
H 0.407 4.851 -0.741
H 1.814 4.499 -1.196
H -3.385 0.406 -2.716
H -2.011 0.330 -2.071
H 1.138 -3.880 -0.677
H 1.614 -3.511 0.718
H 2.991 1.648 0.927
H 3.806 2.712 0.210
H -2.944 1.202 1.490
H -4.025 0.135 1.538
H 1.763 -0.958 2.651
H 1.621 0.432 3.249
H -2.752 -1.354 -0.967
H -3.153 -0.315 0.067
H -1.966 -3.563 -2.325
H -0.940 -3.018 -3.305
O -0.009 1.291 -0.516
O 1.011 3.553 0.588
O -0.778 -2.242 0.366
O 2.521 -2.005 1.356
O 0.892 4.242 -1.310
O -2.949 0.213 -1.879
O 0.927 -3.311 0.072
O 3.315 2.551 1.024
O -3.255 0.459 2.018
O 2.230 -0.120 2.745
O -3.490 -0.795 -0.697
O -1.762 -3.520 -3.266
```

=====

Q) ORCA calculation (wB97M-V/def2-TZVPD) on H24O12 as an isolated structure.

HOMO level in eV: -9.9
Gap between HOMO and LUMO in eV: 10.07
Multiplicity: 1

XYZ file:
```
36
H24O12 wB97M-V/def2-TZVPD
O 2.576 -2.109 -0.855
H 3.049 -1.486 -1.415
H 1.628 -2.007 -1.012
O 0.303 -0.684 1.101
H 0.021 -0.826 0.190
H 1.167 -1.096 1.238
O 2.489 1.142 0.047
H 2.668 1.833 0.705
H 2.261 0.400 0.617
O -2.890 0.908 2.325
H -3.259 0.184 2.845
H -3.598 1.234 1.757
O -1.568 -3.101 0.088
H -1.217 -3.595 -0.670
H -0.827 -2.674 0.530
O 0.704 1.680 2.987
H 0.617 1.752 2.035
H -0.127 2.035 3.318
O -3.170 -0.437 -1.377
H -2.627 -1.124 -1.779
H -2.675 -0.134 -0.607
O 0.410 -3.857 -1.618
H 1.305 -4.109 -1.360
H 0.140 -4.489 -2.295
O -0.424 2.536 0.080
H 0.465 2.335 0.394
H -0.170 2.766 -0.827
O 2.638 1.119 2.909
H 2.810 1.053 3.863
H 1.672 1.081 2.892
O -0.532 2.848 -2.724
H -1.357 2.337 -2.767
H -0.852 3.705 -3.034
O -0.478 0.033 -2.738
H -1.167 -0.115 -2.085
H 0.015 0.860 -2.760
```

=====

R) ORCA calculation (wB97M-V/def2-TZVPD) on a 12-piece molecular cluster, H24O12 overall.

HOMO level in eV: -10.5
Gap between HOMO and LUMO in eV: 9.98
Multiplicity: 1

XYZ file:
```
36
H24O12 wB97M-V/def2-TZVPD
O -2.345 2.152 -0.400
H -1.954 1.333 -0.524
H -1.607 2.802 -0.320
O -0.582 -1.255 -3.414
H -0.635 -2.038 -3.909
H -0.456 -1.515 -2.517
O -1.254 -1.823 2.355
H -1.065 -0.926 2.659
H -1.361 -2.392 3.087
O 2.263 0.750 -0.843
H 2.174 0.868 -1.754
H 3.249 0.850 -0.700
O 1.360 2.499 1.050
H 2.195 2.787 1.388
H 1.524 1.790 0.424
O 0.367 2.759 -2.229
H -0.270 3.131 -2.878
H 0.800 2.051 -2.701
O -0.490 -2.461 -0.950
H -0.553 -1.558 -0.677
H -1.335 -2.864 -0.604
O 1.398 -0.989 2.367
H 1.972 -1.295 1.648
H 0.554 -1.378 2.183
O 2.637 -1.727 0.151
H 2.803 -2.161 -0.650
H 2.431 -0.880 -0.213
O -0.469 0.078 -0.416
H 0.314 0.535 -0.650
H -0.770 0.498 0.382
O -0.957 0.849 2.153
H -1.051 1.832 2.162
H -0.048 0.809 2.481
O -3.303 -1.061 0.740
H -3.059 -0.824 -0.156
H -2.478 -1.222 1.277
```

=====

S) ORCA calculation (wB97M-V/def2-TZVPD) on a 12-piece molecular cluster, H24O12 overall.

HOMO level in eV: -9.1
Gap between HOMO and LUMO in eV: 7.97
Multiplicity: 1

XYZ file:
```
36
H24O12 wB97M-V/def2-TZVPD
O 18.928 3.226 16.625
H 19.495 3.824 16.164
H 19.308 2.353 16.413
O 17.754 5.164 15.010
H 17.988 4.320 15.361
H 17.895 5.227 14.082
O 16.036 1.366 16.809
H 16.463 1.878 16.117
H 16.401 0.506 16.739
O 19.154 2.732 13.355
H 19.922 2.456 12.852
H 19.609 3.462 13.724
O 18.239 5.578 12.389
H 18.066 6.102 11.578
H 19.118 5.889 12.542
O 15.572 7.314 14.044
H 16.433 7.626 13.992
H 15.213 8.178 14.206
O 19.272 7.007 15.914
H 18.789 6.210 15.725
H 20.152 6.675 15.863
O 15.453 4.340 16.518
H 16.053 4.894 16.075
H 15.934 4.116 17.328
O 20.730 4.415 14.835
H 20.827 5.080 14.141
H 21.350 3.684 14.698
O 16.387 7.670 16.669
H 17.332 7.477 16.574
H 16.063 7.450 15.791
O 16.462 2.618 14.267
H 15.900 2.122 13.663
H 17.263 2.711 13.757
O 17.120 3.840 18.825
H 17.811 3.664 18.172
H 16.783 2.989 19.184
```

=====

Q: What are the energies relative to the best structure? A: P) 875.0; Q) 195.6; R) 0.0; S) 51.7, in kJ/mol.